## 1
Here is a single C8H16N2O3S molecule from OMol25. Energies are from wB97M-V/def2-TZVPD.

Calculated values
M in g mol⁻¹: 220.29
SMILES: CC(C)[C@H](NC(=O)[C@@H](N)CS)C(=O)O
Frontier orbital gap in eV: 9.9

The geometry in ORCA input format:
```
! RIJCOSX wB97M-V def2-TZVPD def2/J DEFGRID3
* xyz 0 1
C 0.0817 -2.7448 -0.9983
C -0.5911 -1.5759 -1.7119
C -0.0781 -1.4190 -3.0759
C -0.3422 -0.3192 -0.8587
N -0.8803 -0.4681 0.4964
C -0.3485 -0.0545 1.6950
O -0.7871 -0.5269 2.7247
C 0.6880 1.0564 1.6435
N 0.3438 2.1518 0.7809
C 1.0259 1.4240 3.0862
S 2.4392 2.5455 3.2015
C -0.9273 0.9447 -1.5554
O -0.3825 1.4361 -2.5253
O -2.0643 1.4054 -1.0553
H 1.1538 -2.6012 -0.8421
H -0.3449 -2.8279 0.0101
H -0.0239 -3.7020 -1.5091
H -1.6790 -1.7809 -1.7197
H -0.2269 -2.3738 -3.6121
H -0.6759 -0.6840 -3.6219
H 0.9868 -1.2097 -3.1144
H 0.7218 -0.1289 -0.7350
H -1.3677 -1.3385 0.7002
H 1.5917 0.5873 1.2443
H -0.4421 2.7451 1.0011
H 1.1784 2.7011 0.5383
H 1.3427 0.4810 3.5811
H 0.1663 1.8362 3.6162
H 1.6696 3.5784 2.8688
H -2.2281 0.8622 -0.2531
*
```


## 2
Here is a molecular structure, C8H16N2O3S from OMol25. Energies are from wB97M-V/def2-TZVPD.

Calculated values
M in g mol⁻¹: 220.29
Frontier orbital gap in eV: 8.3

The geometry in ORCA input format:
```
! RIJCOSX wB97M-V def2-TZVPD def2/J DEFGRID3
* xyz 0 1
C -0.6632 -0.3700 0.4151
C 0.7992 -0.1890 0.4811
C -1.6108 1.0028 0.4771
C -3.1826 0.6123 0.8116
C -5.3473 -0.7868 -0.7468
C 2.7391 0.6979 -0.6078
C 3.6977 -0.4341 -0.5265
C 2.8818 1.9015 0.3833
H -0.7175 -0.9412 2.5839
H -0.4407 -2.1166 1.2701
H -0.8876 -0.8028 -0.6324
H -1.3947 1.8584 1.3520
H -1.7942 1.6088 -0.5085
H -3.8475 1.3643 1.3012
H -3.0479 -0.3695 1.3133
H -6.4423 -0.2098 -0.5757
H -5.4581 -1.4892 -1.9114
H -4.9984 -1.3801 0.4797
H 0.4249 1.2497 -1.2998
H 3.0117 1.3445 -1.5750
H 2.5298 2.8188 -0.1969
H 2.4155 1.7354 1.3322
H 3.9751 2.1716 0.5684
H 3.7871 -2.2324 -0.9726
N -1.0245 -1.2241 1.4652
N 1.2725 0.3617 -0.5564
O 1.6140 -0.5156 1.3914
O 5.0180 -0.2624 -0.5182
O 3.0558 -1.5513 -0.8074
S -3.8899 0.3408 -0.8462
*
```


Name the least stable of them. 2.


## 1
Here is a molecular structure, C3H4FNO from OMol25. Energies are from wB97M-V/def2-TZVPD.

Calculated values
M in g mol⁻¹: 89.07
Frontier orbital gap in eV: 10.5

The geometry in ORCA input format:
```
! RIJCOSX wB97M-V def2-TZVPD def2/J DEFGRID3
* xyz 0 1
C 0.7196 0.0708 -0.9547
C 1.3095 0.8008 -0.0020
C -0.5265 0.0572 -0.1073
N -1.1242 -1.0924 0.4384
O 0.1877 0.8257 0.8044
F -1.6276 0.8655 -0.6605
H 0.8519 -0.3374 -1.8514
H 2.1858 1.3327 0.3221
H -0.3714 -1.7272 0.7139
H -1.6046 -0.7958 1.2972
*
```


## 2
Here is a molecular structure, C3H4FNO from OMol25. Energies are from wB97M-V/def2-TZVPD.

Calculated values
M in g mol⁻¹: 89.07
Frontier orbital gap in eV: 9.7

The geometry in ORCA input format:
```
! RIJCOSX wB97M-V def2-TZVPD def2/J DEFGRID3
* xyz 0 1
C 0.5735 0.0358 -0.9127
C 1.2216 0.9600 -0.1827
C -0.6322 -0.0553 -0.0379
N -1.0957 -1.2477 0.5064
O 0.4492 1.0761 0.8962
F -1.6482 0.7527 -0.3173
H 0.5670 -0.1955 -1.9524
H 2.2222 1.5457 -0.1060
H -0.1906 -1.7521 0.6647
H -1.4667 -1.1197 1.4418
*
```


## 3
Here is 2 unconnected molecules or ions with the total composition C3H4FNO from OMol25. Energies are from wB97M-V/def2-TZVPD.

Calculated values
M in g mol⁻¹: 89.07
SMILES: C=C=C=O.NF
Frontier orbital gap in eV: 8.4

The geometry in ORCA input format:
```
! RIJCOSX wB97M-V def2-TZVPD def2/J DEFGRID3
* xyz 0 1
C -1.3576 -0.1205 -1.6833
C -1.0592 -0.9403 -0.7498
C -0.5858 -1.9550 -0.1072
O -0.5200 -2.9062 0.5739
H -2.2083 0.4421 -1.5820
H -0.7431 0.1553 -2.5448
N 1.9371 0.1287 -0.5748
F 2.9097 0.0449 0.5382
H 2.0631 -0.7796 -0.9626
H 2.5708 0.6815 -1.1576
*
```


## 4
Here is a single C3H4FNO molecule from OMol25. Energies are from wB97M-V/def2-TZVPD.

Calculated values
M in g mol⁻¹: 89.07
Frontier orbital gap (spin up / spin down) in eV: 8.6 / 8.6

The geometry in ORCA input format:
```
! RIJCOSX wB97M-V def2-TZVPD def2/J DEFGRID3
* xyz 0 1
C -0.2966 -0.2400 0.7207
C 0.5822 0.8338 1.1967
C -0.3161 -0.6582 -0.7512
N 0.0215 0.3378 -1.5306
O 1.0753 1.7495 0.6017
F 0.6016 0.0177 -2.7434
H -0.8264 -0.8896 1.4864
H 0.8822 0.6528 2.3448
H -0.3594 -1.6383 -1.0604
H -1.3644 -0.1656 -0.2648
*
```


Name the least stable of them. 4.


## 1
Here is a single C16H19N3O molecule from OMol25. Energies are from wB97M-V/def2-TZVPD.

Calculated values
M in g mol⁻¹: 269.35
SMILES: CC(C)(C)c1cc(C(=O)NCc2cccnc2)ccn1
Frontier orbital gap in eV: 10.0

The geometry in ORCA input format:
```
! RIJCOSX wB97M-V def2-TZVPD def2/J DEFGRID3
* xyz 0 1
C 2.7189 4.1957 2.3666
C 2.1441 3.9826 0.9603
C 3.2108 4.3369 -0.0840
C 0.9234 4.8809 0.7669
C 1.8242 2.5089 0.8068
C 0.5653 2.0156 0.4827
C 0.3784 0.6418 0.3700
C -0.9808 0.1403 0.0012
O -1.7226 0.7531 -0.7409
N -1.3250 -1.0315 0.5850
C -2.5679 -1.7111 0.2818
C -2.3256 -2.8934 -0.6176
C -1.8684 -2.7053 -1.9186
C -1.6195 -3.8125 -2.7104
C -1.8355 -5.0712 -2.1669
N -2.2679 -5.2619 -0.9332
C -2.5041 -4.2011 -0.1822
C 1.4698 -0.1989 0.5606
C 2.6857 0.3904 0.8702
N 2.8556 1.6901 0.9973
H 1.9709 3.9636 3.1222
H 3.5767 3.5464 2.5167
H 3.0300 5.2299 2.4927
H 4.0789 3.6963 0.0431
H 2.8191 4.1958 -1.0893
H 3.5160 5.3746 0.0275
H 1.2168 5.9204 0.8972
H 0.5094 4.7705 -0.2326
H 0.1503 4.6545 1.4980
H -0.2794 2.6613 0.3102
H -0.6619 -1.5122 1.1712
H -3.0479 -2.0272 1.2125
H -3.2003 -0.9753 -0.2246
H -1.7162 -1.7036 -2.2946
H -1.2676 -3.7029 -3.7244
H -1.6548 -5.9697 -2.7420
H -2.8591 -4.4091 0.8200
H 1.3954 -1.2700 0.4428
H 3.5720 -0.2122 1.0251
*
```


## 2
Here is a single C16H19N3O molecule from OMol25. Energies are from wB97M-V/def2-TZVPD.

Calculated values
M in g mol⁻¹: 269.35
SMILES: COc1ccccc1-c1ccc(NC2CCCC2)nn1
Frontier orbital gap in eV: 8.7

The geometry in ORCA input format:
```
! RIJCOSX wB97M-V def2-TZVPD def2/J DEFGRID3
* xyz 0 1
C 3.4336 -2.1257 -0.4757
O 3.1267 -2.0079 -1.8477
C 1.9130 -2.5746 -2.2059
C 1.9320 -3.7688 -2.9129
C 0.7511 -4.3812 -3.2913
C -0.4622 -3.8135 -2.9396
C -0.4881 -2.6224 -2.2411
C 0.6907 -1.9739 -1.8804
C 0.6079 -0.6829 -1.1856
C 1.4971 0.3768 -1.4642
C 1.3236 1.5463 -0.7782
C 0.2617 1.6104 0.1558
N 0.0516 2.7418 0.8662
C -1.0015 2.9544 1.8320
C -0.9923 1.9693 3.0061
C -2.3695 2.1823 3.6199
C -3.2982 2.2979 2.4047
C -2.4206 2.8098 1.2499
N -0.5485 0.5657 0.3448
N -0.3734 -0.5391 -0.3098
H 2.6595 -1.6764 0.1553
H 3.5542 -3.1771 -0.1904
H 4.3747 -1.5989 -0.3273
H 2.8884 -4.2049 -3.1601
H 0.7803 -5.3062 -3.8478
H -1.3874 -4.2969 -3.2156
H -1.4239 -2.1623 -1.9638
H 2.2746 0.2585 -2.2026
H 1.9579 2.4066 -0.9409
H 0.6824 3.5050 0.6861
H -0.8642 3.9700 2.2178
H -0.1769 2.1583 3.7032
H -0.9074 0.9589 2.6091
H -2.6600 1.3703 4.2839
H -2.3785 3.1118 4.1933
H -4.1343 2.9669 2.6061
H -3.7039 1.3188 2.1555
H -2.3910 2.0774 0.4461
H -2.7793 3.7555 0.8450
*
```


Name the least stable of them. 2.


## 1
Here is 3 unconnected molecules or ions with the total composition C3H12NO3 from OMol25. Energies are from wB97M-V/def2-TZVPD.

Calculated values
M in g mol⁻¹: 110.13
Frontier orbital gap in eV: 11.6

The geometry in ORCA input format:
```
! RIJCOSX wB97M-V def2-TZVPD def2/J DEFGRID3
* xyz 1 1
O -1.6401 -1.5047 -1.3869
C -0.8255 -2.0432 -0.7022
C 0.4486 -1.5156 -0.1209
N 0.6437 -0.0449 -0.1331
C 2.0581 0.3959 0.1133
H -0.9876 -3.1011 -0.4220
H 0.6136 -1.8167 0.9074
H 1.1884 -1.9960 -0.7717
H 0.3012 0.3790 -1.0049
H 0.0364 0.4214 0.5452
H 2.5226 0.3523 -0.8706
H 2.5894 -0.3115 0.7390
H 2.0906 1.4192 0.4527
H -2.6402 1.7578 -0.9629
H -2.2003 0.3135 -0.8136
O -1.9512 1.2147 -0.5881
H -1.0487 1.7586 1.0300
H -0.7917 2.5413 2.2226
O -0.4075 1.7799 1.7666
*
```


## 2
Here is a molecular structure, C3H12NO3 from OMol25. Energies are from wB97M-V/def2-TZVPD.

Calculated values
M in g mol⁻¹: 110.13
Frontier orbital gap in eV: 6.1

The geometry in ORCA input format:
```
! RIJCOSX wB97M-V def2-TZVPD def2/J DEFGRID3
* xyz 1 1
C 0.0463 -0.1244 0.9398
C -0.4975 1.1650 0.3833
C 0.5027 2.3393 0.4160
O 1.6494 2.3203 0.0980
N -1.8942 -1.4571 0.3423
H 0.9261 -0.3752 0.3346
H 0.3786 -0.0232 1.9771
H -0.5271 1.0502 -0.7533
H -1.4196 1.5119 0.8421
H 0.0530 3.3125 0.6493
H -2.5660 -0.7651 0.6910
H -2.3000 -2.2905 0.7962
H -0.9393 -0.8068 0.6342
H 3.0767 0.2582 -0.3809
H 4.3093 -0.3052 0.2131
O 3.3543 -0.2943 0.3635
H -1.5489 -1.9665 -1.7695
H -1.2944 -2.1122 -3.2324
O -1.3094 -1.4371 -2.5444
*
```


Name the least stable of them. 2.


## 1
Here is 2 unconnected molecules or ions with the total composition CH6NO from OMol25. Energies are from wB97M-V/def2-TZVPD.

Calculated values
M in g mol⁻¹: 48.07
Frontier orbital gap in eV: 6.7

The geometry in ORCA input format:
```
! RIJCOSX wB97M-V def2-TZVPD def2/J DEFGRID3
* xyz -1 1
O -2.0355 -0.2183 0.9282
H -2.5158 0.1695 1.6527
C 1.1116 -0.0109 -1.2307
N 1.0803 0.2072 0.2626
H 0.3296 -0.6485 -1.5500
H 1.0728 0.8164 -2.0151
H 2.1264 -0.5024 -1.2217
H 0.4981 -0.5560 0.6261
H 0.5410 1.0820 0.6285
*
```


## 2
Here is 2 unconnected molecules or ions with the total composition CH6NO from OMol25. Energies are from wB97M-V/def2-TZVPD.

Calculated values
M in g mol⁻¹: 48.07
Frontier orbital gap in eV: 6.8

The geometry in ORCA input format:
```
! RIJCOSX wB97M-V def2-TZVPD def2/J DEFGRID3
* xyz -1 1
O 2.1553 0.4518 -1.4841
H 2.2427 0.0390 -2.3855
C -0.5484 0.2339 1.0951
N -0.6696 -0.6958 -0.0441
H -1.4693 0.6763 0.8817
H 0.4027 0.8354 1.1767
H -0.7272 -0.3610 2.0287
H -1.5623 -0.3809 -0.5142
H 0.1760 -0.7987 -0.7543
*
```


Name the least stable of them. 2.


## 1
Here is a molecular structure, C2H7NO2P from OMol25. Energies are from wB97M-V/def2-TZVPD.

Calculated values
M in g mol⁻¹: 108.06
Frontier orbital gap in eV: 10.0

The geometry in ORCA input format:
```
! RIJCOSX wB97M-V def2-TZVPD def2/J DEFGRID3
* xyz 1 1
C -0.0943 -0.2813 -1.4772
C -0.0415 -0.3474 0.0089
N 1.3343 -0.3294 0.5989
O -2.6956 0.0260 1.5765
O -0.4717 1.2975 0.7289
P -1.2779 -0.0676 1.8256
H -1.1365 -0.3970 -1.8410
H 0.6446 -1.0731 -1.7704
H 0.2765 0.5833 -1.9038
H 1.2918 -0.0987 1.5387
H 1.5582 -1.2280 0.2594
H 1.9227 0.3075 0.1830
H -1.3106 1.6082 0.2724
*
```


## 2
Here is a gas-phase ion, C2H7NO2P (charge +1) from OMol25. Energies are from wB97M-V/def2-TZVPD.

Calculated values
M in g mol⁻¹: 108.06
SMILES: C[C@H]([NH3+])OP=O
Frontier orbital gap in eV: 10.7

The geometry in ORCA input format:
```
! RIJCOSX wB97M-V def2-TZVPD def2/J DEFGRID3
* xyz 1 1
C -0.1318 1.2276 0.0156
C -0.6181 -0.1188 0.5173
N 0.2426 -1.1935 -0.1450
O -1.8871 -0.5204 0.2205
P -3.2771 0.4263 -0.0814
O -4.3209 -0.5499 -0.0205
H -0.2040 1.1814 -1.0302
H 0.7812 1.5502 0.3358
H -0.7121 2.1066 0.2390
H -0.3685 -0.2858 1.5419
H -0.3261 -2.1032 0.0209
H 1.1965 -1.0913 0.0853
H 0.3333 -1.0367 -1.1762
*
```


Name the least stable of them. 1.


## 1
Here is a single C4H3FO molecule from OMol25. Energies are from wB97M-V/def2-TZVPD.

Calculated values
M in g mol⁻¹: 86.06
Frontier orbital gap in eV: 9.5

The geometry in ORCA input format:
```
! RIJCOSX wB97M-V def2-TZVPD def2/J DEFGRID3
* xyz 0 1
C 0.2474 1.0899 -0.3285
C -0.7226 0.5393 -1.0366
C 0.6632 0.1067 0.6907
C -0.1088 -1.1687 0.2926
O 1.3238 0.2192 1.6857
F -0.9726 -1.6531 1.1811
H 0.6606 2.0921 -0.4026
H -1.4566 0.7200 -1.7889
H 0.3657 -1.9454 -0.2935
*
```


## 2
Here is a molecular structure, C4H3FO from OMol25. Energies are from wB97M-V/def2-TZVPD.

Calculated values
M in g mol⁻¹: 86.07
Frontier orbital gap in eV: 10.0

The geometry in ORCA input format:
```
! RIJCOSX wB97M-V def2-TZVPD def2/J DEFGRID3
* xyz 0 1
C 1.8960 0.4077 -0.0328
C 0.4352 -0.1951 -0.4666
C -0.8043 -0.4253 -0.4364
C -2.2888 -0.4535 0.0676
H 2.2014 1.5052 -0.4680
H 1.3825 0.8328 1.1841
H -2.7749 -1.5979 0.5621
O -3.1330 0.3625 -0.2447
F 3.0859 -0.4364 -0.1653
*
```


## 3
Here is a single C4H3FO molecule from OMol25. Energies are from wB97M-V/def2-TZVPD.

Calculated values
M in g mol⁻¹: 86.06
Frontier orbital gap (spin up / spin down) in eV: 8.5 / 7.5

The geometry in ORCA input format:
```
! RIJCOSX wB97M-V def2-TZVPD def2/J DEFGRID3
* xyz 0 1
C -0.6913 1.5223 2.2655
C -0.3189 0.7361 1.3943
C -0.0465 -0.2229 0.4193
C 0.5958 -0.7261 -1.9071
O 0.4811 0.0709 -0.8299
F 0.3199 -2.0304 -1.5999
H -0.9120 2.4785 2.7322
H -0.4033 -1.2597 0.4639
H 0.9752 -0.5689 -2.9382
*
```


## 4
Here is 2 unconnected molecules or ions with the total composition C4H3FO from OMol25. Energies are from wB97M-V/def2-TZVPD.

Calculated values
M in g mol⁻¹: 86.06
Frontier orbital gap (spin up / spin down) in eV: 8.8 / 8.8

The geometry in ORCA input format:
```
! RIJCOSX wB97M-V def2-TZVPD def2/J DEFGRID3
* xyz 0 1
C -2.1724 0.3829 -1.0082
C -1.0947 0.4149 -0.5704
C 1.1280 -0.9443 0.4567
C 0.8820 0.4985 0.5735
O 1.6710 -1.4757 -0.4749
F 1.5221 1.3039 -0.2029
H -3.1167 0.5858 -1.3918
H 0.7003 -1.6603 1.2226
H 0.4804 0.8942 1.3953
*
```


Name the least stable of them. 4.


## 1
Here is 2 unconnected molecules or ions with the total composition C3H12NO2 from OMol25. Energies are from wB97M-V/def2-TZVPD.

Calculated values
M in g mol⁻¹: 94.13
Frontier orbital gap in eV: 11.8

The geometry in ORCA input format:
```
! RIJCOSX wB97M-V def2-TZVPD def2/J DEFGRID3
* xyz 1 1
O 0.6225 -2.1714 -1.0608
C 0.4069 -1.0141 -1.8829
C 0.9783 0.0979 -1.0514
N 0.0176 0.4119 0.0899
C -0.5628 1.7715 0.3603
H 0.3762 -2.9920 -1.4985
H -0.6733 -0.9196 -2.0517
H 0.8976 -1.1675 -2.8309
H 1.9041 -0.1638 -0.5417
H 1.1769 1.0466 -1.5353
H -0.8287 -0.1278 -0.1316
H 0.1736 -0.0406 1.0018
H -1.5509 1.6688 0.7760
H 0.0125 2.2587 1.1509
H -0.5633 2.3567 -0.5426
H -0.2096 -0.7509 3.5932
H -1.5039 0.0219 3.2658
O -0.6737 -0.2862 2.8894
*
```


## 2
Here is 3 unconnected molecules or ions with the total composition C3H12NO2 from OMol25. Energies are from wB97M-V/def2-TZVPD.

Calculated values
M in g mol⁻¹: 94.13
Frontier orbital gap in eV: 11.0

The geometry in ORCA input format:
```
! RIJCOSX wB97M-V def2-TZVPD def2/J DEFGRID3
* xyz 1 1
C -0.9705 -1.7313 -1.5973
C 0.1733 -0.7489 -1.4119
C 1.3180 -1.1567 0.7513
N 0.5846 -0.4747 -0.0204
H -0.7160 -2.6000 -0.9675
H -1.8705 -1.2740 -1.1777
H -1.0925 -2.0227 -2.6148
H 1.0900 -0.9683 -1.9831
H -0.0500 0.2138 -1.8649
H 1.7784 -0.7263 1.6446
H 1.6685 -2.1742 0.5929
H 0.1751 0.3753 0.4093
H -0.1892 3.0712 -0.4264
H -1.4160 2.2943 -0.5860
O -0.4616 2.1860 -0.7036
H -0.8400 0.9880 3.3491
H 0.1239 1.9546 2.4906
O -0.2786 1.0914 2.5755
*
```


Name the least stable of them. 2.